Here is a cluster of 14 separate species, C5H37NO15 in total at a distorted geometry from the OMol25 dataset. Energies are from the ωB97M-V functional and the def2-TZVPD basis.

The value obtained for the LUMO energy (spin up / spin down) is -3.18 / -9.07 eV. The net charge is +1. Its frontier orbital gap (spin up / spin down) is 10.1 / 4.2 eV. For the total energy, the calculation gives -37978.2669 eV. The expectation value of S² is 0.755. As for the multiplicity: 2. The value obtained for the energy relative to the best compared isomer or geometry (same formula, charge and spin) is 51.5 kcal per mole.

Last column: Mulliken spin population.
Positions of all 58 atoms, in Å:
C -2.69 0.50 1.43  0.042
C -1.20 0.30 1.63  -0.037
C -0.57 -0.49 0.45  0.086
C 0.86 -0.32 0.33  0.012
C 1.65 -1.24 -0.59  0.005
O 1.93 -0.57 -1.71  0.001
O 2.06 -2.34 -0.35  0.001
N -0.71 -0.31 2.98  0.771
H -3.08 -0.44 0.88  0.001
H -3.27 0.72 2.37  0.003
H -2.88 1.30 0.65  -0.004
H -0.74 1.30 1.55  0.037
H -0.88 -1.51 0.52  -0.018
H -0.98 -0.09 -0.49  0.013
H 1.31 -0.50 1.40  0.019
H 1.19 0.70 -0.02  -0.004
H 2.07 -1.16 -2.63  0.000
H -1.36 -0.57 3.70  -0.015
H -0.13 -1.11 2.88  -0.013
H 0.53 0.82 3.44  -0.009
H 2.04 0.45 3.26  -0.004
O 1.43 1.18 3.25  0.098
H 4.37 2.11 -0.15  0.000
H 3.08 2.31 0.69  0.000
O 3.61 1.75 0.19  0.000
H 2.02 -2.24 3.47  0.000
H 2.24 -1.73 2.11  -0.001
O 2.35 -1.58 3.02  -0.002
H -1.12 3.52 0.97  -0.002
H -0.40 2.43 0.34  0.002
O -0.89 3.21 0.13  0.005
H 0.15 4.10 -1.44  0.000
H 1.46 3.40 -0.96  0.000
O 1.05 3.80 -1.76  0.000
H 1.24 -3.36 1.09  0.000
H -0.27 -3.31 1.29  -0.002
O 0.52 -3.09 1.71  0.012
H -2.41 -0.60 -1.78  0.000
H -3.09 -1.81 -2.49  0.000
O -2.19 -1.58 -2.18  -0.001
H -2.08 1.48 -0.77  -0.001
H -1.77 1.37 -2.30  0.000
O -2.34 1.04 -1.60  0.003
H -1.74 -2.92 -0.67  0.000
H -0.80 -4.11 -0.59  0.000
O -1.48 -3.65 -0.05  0.001
H -0.32 -3.86 -2.91  0.000
H -0.69 -2.40 -3.01  0.000
O -0.06 -3.06 -2.58  0.000
H 1.50 2.52 2.24  -0.003
H 2.10 3.84 1.74  -0.001
O 1.84 3.03 1.41  0.005
H 0.52 2.23 -2.48  0.000
H 0.60 0.59 -2.32  0.000
O 0.11 1.34 -2.66  0.001
H -1.09 0.26 -4.40  0.000
H -1.61 -0.96 -3.73  0.000
O -0.98 -0.70 -4.46  0.000

***

Here is a cluster of 13 separate species, C5H39N2O13 in total at a distorted geometry from the OMol25 dataset. Energies are from the ωB97M-V functional and the def2-TZVPD basis.

The value obtained for the LUMO energy is -2.52 eV. The net charge is +1. Its frontier orbital gap is 9.6 eV. For the total energy, the calculation gives -35407.7938 eV. The value obtained for the energy relative to the best compared isomer or geometry (same formula, charge and spin) is 129.1 kcal per mole.

Last column: Mulliken charge in e.
Positions of all 59 atoms, in Å:
N 0.75 -2.38 -1.69  -0.104
C 0.21 -2.32 -0.29  0.634
C -0.86 -3.46 -0.29  -1.000
O -0.09 -4.51 -0.73  -0.550
C -0.31 -0.90 -0.11  -0.641
N -0.87 -0.94 1.27  0.340
C -0.33 0.18 2.04  -0.585
C -2.33 -0.79 1.22  -0.746
H 1.17 -3.38 -1.97  0.473
H -0.19 -2.44 -2.28  0.469
H 1.49 -1.59 -1.86  0.243
H 0.98 -2.56 0.51  -0.276
H -1.37 -3.73 0.71  0.366
H -1.66 -3.33 -1.07  0.365
H -0.52 -5.36 -0.49  0.396
H -1.07 -0.56 -0.78  0.517
H 0.39 -0.15 -0.21  0.392
H -0.94 1.16 1.82  -0.097
H -0.46 0.02 3.21  0.258
H 0.78 0.24 2.05  0.306
H -2.73 -0.01 0.48  -0.045
H -2.76 -1.78 0.98  0.319
H -2.70 -0.44 2.22  0.390
H -1.05 0.83 -3.60  0.272
H -1.62 1.44 -2.29  0.242
O -0.82 1.03 -2.66  -0.532
H 4.23 -1.66 -0.65  0.306
H 3.54 -1.48 0.77  0.383
O 3.72 -1.01 -0.07  -0.590
H 2.33 0.72 -2.34  0.291
H 3.44 0.52 -3.25  0.298
O 2.76 0.06 -2.82  -0.625
H -5.08 -0.64 -1.13  0.302
H -3.65 -0.56 -0.78  0.223
O -4.23 -0.83 -1.51  -0.687
H 1.49 2.07 -0.10  0.317
H 2.59 0.95 -0.29  0.283
O 1.82 1.52 -0.77  -0.594
H -1.35 2.99 3.58  0.271
H -1.68 4.20 2.59  0.267
O -1.33 3.35 2.63  -0.589
H 2.52 -1.87 2.57  0.297
H 3.87 -2.07 3.20  0.316
O 3.31 -2.22 2.36  -0.627
H 0.18 3.54 0.08  0.458
H 0.15 3.20 1.53  0.354
O 0.76 3.35 0.78  -0.852
H 0.97 2.30 -2.67  0.319
H 2.00 3.42 -2.24  0.384
O 1.15 3.25 -2.66  -0.704
H 0.58 -2.28 3.87  0.297
H 0.42 -2.97 2.57  0.293
O 1.05 -2.75 3.25  -0.648
H -2.45 3.00 -0.86  0.319
H -2.37 2.49 0.63  0.260
O -2.67 2.32 -0.28  -0.659
H 0.07 3.79 -1.86  0.456
H -0.47 4.97 -1.08  0.269
O -0.75 4.05 -1.24  -0.796

***

Here is a cluster of 13 separate species, C5H39N3O12 in total at a distorted geometry from the OMol25 dataset. Energies are from the ωB97M-V functional and the def2-TZVPD basis.

The value obtained for the LUMO energy is 0.12 eV. Its frontier orbital gap is 8.5 eV. For the total energy, the calculation gives -34859.0417 eV. The value obtained for the energy relative to the best compared isomer or geometry (same formula, charge and spin) is 30.6 kcal per mole.

Last column: Mulliken charge in e.
Positions of all 59 atoms, in Å:
C 1.77 2.55 0.07  -0.356
N 1.10 2.99 1.24  -0.398
C 0.22 4.18 1.17  -0.848
C 2.17 1.05 0.17  0.165
C 2.90 0.56 -1.07  -1.402
N 1.08 0.22 0.58  0.839
C 1.13 -0.93 1.43  0.090
N 0.63 -0.70 2.81  -0.663
H 2.76 3.02 0.00  0.488
H 1.24 2.69 -0.88  -0.025
H 0.60 2.22 1.65  0.220
H -0.81 3.86 1.01  0.111
H 0.30 4.59 2.17  0.365
H 0.53 4.85 0.37  0.357
H 2.87 1.08 1.01  0.391
H 3.14 -0.50 -1.04  0.365
H 3.82 1.11 -1.26  0.373
H 2.26 0.82 -1.92  0.118
H 0.18 0.35 0.16  -0.040
H 0.52 -1.74 1.04  -0.610
H 2.15 -1.30 1.45  0.442
H 1.41 -0.43 3.39  0.251
H 0.05 0.13 2.81  0.216
H 0.80 -1.35 -3.59  0.311
H -0.07 -1.57 -4.76  0.331
O 0.52 -2.07 -4.17  -0.675
H -0.86 1.93 -1.98  0.315
H -1.39 0.84 -0.90  0.092
O -0.94 1.69 -1.06  -0.721
H 2.96 2.71 -3.23  0.300
H 2.25 4.03 -2.72  0.331
O 2.28 3.36 -3.40  -0.728
H 0.12 -2.64 3.13  0.436
H 0.85 -3.81 3.83  0.263
O 0.20 -3.61 3.17  -0.700
H -1.75 -1.42 -0.77  0.353
H -2.92 -0.82 0.10  0.427
O -2.24 -0.62 -0.56  -0.611
H -1.16 -4.19 -0.91  0.495
H -1.74 -4.14 0.49  0.381
O -1.35 -4.75 -0.13  -0.787
H 0.34 -4.54 0.47  0.413
H 0.81 -3.62 1.56  0.352
O 1.06 -3.87 0.65  -0.690
H -2.90 2.30 1.58  0.289
H -2.11 1.48 0.59  0.427
O -2.35 1.51 1.51  -0.615
H -4.76 -0.25 1.15  0.286
H -3.59 0.09 2.00  0.396
O -4.14 -0.68 1.76  -0.726
H -0.52 -2.92 -2.62  0.330
H 0.02 -2.44 -1.18  0.275
O -0.75 -2.63 -1.73  -0.937
H 0.55 3.01 -3.52  0.385
H -0.83 3.58 -3.84  0.304
O -0.40 2.76 -3.58  -0.670
H -2.17 -2.92 2.69  0.263
H -3.14 -2.12 1.75  0.335
O -2.68 -2.95 1.87  -0.678

***

Here is a cluster of 13 separate species, C5H39N3O12 in total at a distorted geometry from the OMol25 dataset. Energies are from the ωB97M-V functional and the def2-TZVPD basis.

The value obtained for the LUMO energy (spin up / spin down) is -2.52 / -7.46 eV. The net charge is +1. Its frontier orbital gap (spin up / spin down) is 10.8 / 5.8 eV. For the total energy, the calculation gives -34850.6799 eV. The expectation value of S² is 0.754. As for the multiplicity: 2. The value obtained for the energy relative to the best compared isomer or geometry (same formula, charge and spin) is 4.0 kcal per mole.

Last column: Mulliken spin population.
Positions of all 59 atoms, in Å:
C -0.24 0.08 1.13  0.006
N 0.60 -0.88 0.45  0.799
C 1.99 -0.42 0.34  0.026
N 2.75 -1.20 -0.66  0.005
C -0.98 0.88 -0.03  0.054
C -1.93 1.92 0.62  0.029
N -1.75 -0.16 -0.76  0.002
C -2.37 0.40 -1.99  0.004
H -0.88 -0.44 1.88  0.025
H 0.49 0.68 1.68  0.011
H 0.21 -1.21 -0.45  -0.042
H 2.61 -0.52 1.24  0.010
H 2.15 0.57 -0.08  0.043
H 2.84 -2.18 -0.42  0.005
H 2.18 -1.14 -1.50  -0.001
H -0.25 1.40 -0.67  0.003
H -1.41 2.87 0.48  0.000
H -2.85 1.93 0.06  0.003
H -2.12 1.71 1.67  0.000
H -2.50 -0.42 -0.11  0.002
H -2.14 1.47 -2.14  -0.001
H -3.46 0.29 -1.89  0.001
H -2.22 -0.20 -2.88  -0.001
H 3.40 3.22 -1.05  0.000
H 2.61 2.93 0.15  0.001
O 2.46 3.10 -0.81  0.001
H -2.33 -4.68 0.73  0.000
H -1.11 -3.82 0.95  0.001
O -1.81 -4.27 1.43  0.000
H 0.63 3.00 -2.57  0.000
H 1.84 2.26 -2.20  0.000
O 1.30 2.43 -3.00  0.000
H 2.03 -1.86 2.48  0.003
H 1.09 -1.85 3.65  0.000
O 1.96 -1.50 3.36  0.001
H -2.10 -2.39 -1.12  0.000
H -1.30 -3.44 -1.92  0.000
O -2.06 -3.33 -1.34  0.000
H 2.09 0.10 3.95  0.000
H 1.61 0.94 5.09  0.000
O 1.74 1.01 4.13  0.000
H -0.97 5.00 -1.69  0.000
H 0.43 4.85 -1.34  0.000
O -0.17 4.60 -2.05  0.000
H 0.46 -1.35 -3.27  -0.001
H -0.52 -1.22 -2.12  0.003
O 0.20 -1.80 -2.43  0.007
H 2.30 3.19 2.47  0.000
H 2.07 1.74 2.31  0.000
O 2.46 2.48 1.83  0.001
H -0.66 -2.35 2.43  0.001
H -1.00 -3.49 3.51  0.000
O -0.50 -2.70 3.30  0.002
H -3.90 -2.45 -0.08  0.000
H -3.05 -2.57 1.24  0.000
O -3.47 -1.95 0.62  0.000
H 0.97 0.76 -3.65  0.000
H 1.70 -0.01 -4.75  0.000
O 0.88 0.00 -4.25  0.000

***

> What is the energy relative to the best compared isomer or geometry (same formula, charge and spin) in the first record?

51.5 kcal per mole

***

> Among the records above, which one has the highest energy relative to the best compared isomer or geometry (same formula, charge and spin)?

C5H39N2O13